The following is a quantum chemistry calculation of the molecule C7H12 in a non-equilibrium geometry, from OMol25.

Molar mass (g/mol): 96.17
Electronic energy (eV): -7447.115
HOMO-LUMO gap (alpha / beta) (eV): 7.459 / 8.995
HOMO level (alpha / beta) (eV): -7.16 / -7.96

Each line ends with the natural charge from an NBO analysis.
Cartesian coordinates (Å):
1 C -2.534 0.318 0.087  -0.67
2 C -1.315 -0.493 -0.200  -0.06
3 C -0.270 -0.040 -1.132  -0.47
4 C 0.889 0.042 -0.107  -0.12
5 C 2.210 -0.671 -0.325  -0.47
6 C 2.157 0.777 -0.019  -0.17
7 C 0.359 0.054 1.288  -0.61
8 H -3.293 0.153 -0.697  0.22
9 H -2.309 1.390 0.089  0.21
10 H -2.995 0.054 1.044  0.22
11 H -1.359 -1.557 0.021  0.18
12 H -0.033 -0.764 -1.923  0.22
13 H -0.503 0.931 -1.583  0.21
14 H 2.367 -0.995 -1.359  0.22
15 H 2.611 -1.371 0.411  0.21
16 H 2.624 1.610 -0.536  0.20
17 H 1.483 0.568 1.569  0.23
18 H -0.314 0.875 1.536  0.23
19 H 0.225 -0.882 1.836  0.23

Forces on the atoms, in the same order (eV/Å):
C 0.0 -0.1 -0.1
C -1.8 -0.6 -0.8
C 0.8 0.2 0.2
C -0.5 -0.2 -0.8
C 0.0 -0.3 0.3
C 0.5 0.2 -1.6
C 3.0 1.1 1.4
H 0.0 0.1 0.1
H 0.0 -0.1 0.0
H 0.1 0.0 -0.1
H 0.0 0.2 0.0
H -0.1 0.2 0.1
H 0.0 -0.1 0.1
H 0.1 0.2 0.2
H -0.2 0.1 -0.1
H -0.2 0.0 0.1
H -1.7 -0.8 1.1
H 0.0 -0.2 -0.1
H -0.1 0.2 -0.2



The following is a quantum chemistry calculation of a cluster of 8 separate species, BF4H14O7 in total in a non-equilibrium geometry, from OMol25.

Molar mass (g/mol): 212.91
Electronic energy (eV): -26115.294
HOMO-LUMO gap (eV): 10.730
Net charge: -1
HOMO level (eV): -7.79

Each line ends with the natural charge from an NBO analysis.
Cartesian coordinates (Å):
1 B 0.529 0.084 -0.243  1.29
2 F 0.721 -0.845 0.708  -0.55
3 F -0.506 -0.454 -0.933  -0.58
4 F 0.083 1.328 0.178  -0.56
5 F 1.648 0.185 -0.994  -0.56
6 O 0.236 2.378 -2.431  -0.95
7 H 0.786 2.198 -3.193  0.46
8 H 0.420 1.659 -1.826  0.48
9 O -1.605 1.815 2.190  -0.97
10 H -2.348 1.382 1.770  0.46
11 H -0.907 1.780 1.536  0.49
12 O -1.873 -2.281 0.326  -0.95
13 H -1.448 -2.596 -0.472  0.46
14 H -1.418 -1.465 0.533  0.49
15 O -3.278 -0.738 -1.813  -0.95
16 H -3.198 0.207 -1.943  0.46
17 H -2.388 -1.030 -1.616  0.49
18 O 2.179 -2.624 -0.582  -0.97
19 H 1.955 -2.418 -1.489  0.46
20 H 1.960 -1.830 -0.094  0.49
21 O 0.040 -1.781 3.592  -0.93
22 H 0.841 -1.389 3.941  0.46
23 H 0.346 -2.409 2.938  0.47
24 O 2.697 3.051 0.213  -0.96
25 H 2.443 2.167 -0.052  0.48
26 H 2.084 3.625 -0.246  0.47

Forces on the atoms, in the same order (eV/Å):
B -1.1 -0.1 0.3
F 1.0 -0.7 3.1
F -1.9 -0.4 -2.7
F 0.6 0.9 0.5
F 1.8 0.8 -1.3
O -0.1 0.5 -0.3
H 0.1 -0.1 -0.1
H 0.0 -0.1 0.1
O -0.4 0.3 0.6
H -0.1 -0.1 -0.1
H 0.3 -0.1 -0.3
O -0.6 -0.7 0.4
H 0.3 0.0 0.0
H 0.2 0.1 0.0
O -0.6 0.0 -0.4
H 0.1 0.2 0.0
H 0.2 0.1 0.3
O 0.5 -0.8 -0.2
H 0.0 0.1 -0.1
H -0.2 0.1 0.2
O -0.2 -0.1 0.4
H 0.2 0.2 0.0
H 0.0 -0.1 -0.4
O 0.5 0.3 0.2
H -0.2 -0.3 -0.1
H -0.3 0.0 -0.1



The following is a quantum chemistry calculation of the molecule C2H3NS3 in a non-equilibrium geometry, from OMol25.

Molar mass (g/mol): 137.25
Electronic energy (eV): -36115.973
HOMO-LUMO gap (eV): 7.532
HOMO level (eV): -8.93
Structure (SMILES): S=CC(=S)NS

Each line ends with the natural charge from an NBO analysis.
Cartesian coordinates (Å):
1 C -0.337 0.566 0.226  0.09
2 C 0.520 -0.371 0.980  -0.33
3 H -0.518 -1.236 -2.445  0.11
4 H -1.184 1.375 -1.411  0.43
5 H 1.208 0.067 1.578  0.21
6 N -0.470 0.591 -1.130  -0.77
7 S 0.450 -0.176 -2.167  0.27
8 S -0.749 1.837 1.325  -0.10
9 S 0.467 -2.006 1.027  0.09

Forces on the atoms, in the same order (eV/Å):
C 0.8 2.5 1.6
C -1.6 -3.1 -2.0
H 1.7 1.3 0.1
H 1.9 -1.9 0.4
H 1.9 1.6 1.7
N -4.1 3.8 3.3
S 0.0 -3.5 -2.8
S -0.3 -1.7 -2.0
S -0.4 0.9 -0.3



The following is a quantum chemistry calculation of a cluster of 16 separate species, C3H37O16 in total in a non-equilibrium geometry, from OMol25.

Molar mass (g/mol): 329.31
Electronic energy (eV): -36473.008
HOMO-LUMO gap (eV): 8.013
Net charge: -1
HOMO level (eV): -5.72

Each line ends with the natural charge from an NBO analysis.
Cartesian coordinates (Å):
1 C 0.912 -0.665 -0.037  -0.63
2 C -0.592 -0.737 0.179  0.07
3 C -1.020 -1.882 1.109  -0.61
4 O -0.964 0.407 1.012  -1.05
5 H 1.315 -1.631 -0.388  0.20
6 H 1.437 -0.517 0.842  0.19
7 H 1.168 0.156 -0.704  0.19
8 H -1.123 -0.684 -0.757  0.17
9 H -0.510 -2.796 0.763  0.18
10 H -2.069 -2.035 1.227  0.20
11 H -0.610 -1.766 2.063  0.19
12 O 0.443 2.652 0.270  -1.00
13 H 0.024 1.905 0.657  0.51
14 H -0.029 3.450 0.483  0.46
15 O 3.408 -1.619 3.421  -0.95
16 H 3.984 -1.461 2.687  0.47
17 H 2.535 -1.572 3.140  0.48
18 O -1.755 -1.326 4.414  -0.96
19 H -1.511 -1.684 3.581  0.47
20 H -2.428 -0.673 4.280  0.49
21 O 4.142 -0.869 -1.666  -0.97
22 H 4.944 -0.762 -2.184  0.48
23 H 3.598 -0.118 -1.589  0.50
24 O -1.164 2.077 2.916  -1.00
25 H -1.158 2.863 2.332  0.46
26 H -1.057 1.253 2.405  0.51
27 O 1.978 -0.824 -3.379  -0.95
28 H 2.652 -1.080 -2.801  0.49
29 H 2.211 0.098 -3.498  0.46
30 O 0.076 1.559 -2.424  -0.97
31 H -0.706 1.402 -2.898  0.48
32 H 0.237 0.824 -1.841  0.47
33 O -0.870 -1.167 -3.168  -0.98
34 H -1.013 -1.897 -2.609  0.48
35 H 0.082 -1.041 -3.155  0.51
36 O -2.467 1.203 -3.406  -0.98
37 H -2.599 1.502 -4.293  0.49
38 H -2.106 0.316 -3.335  0.52
39 O -2.589 1.710 -0.784  -1.00
40 H -2.557 1.494 -1.699  0.47
41 H -1.885 1.347 -0.294  0.50
42 O -3.522 -1.385 -1.286  -0.94
43 H -3.855 -1.925 -0.626  0.45
44 H -3.355 -0.597 -0.842  0.48
45 O 2.850 1.661 -1.614  -0.95
46 H 2.050 2.157 -1.535  0.52
47 H 2.962 1.556 -2.541  0.45
48 O 0.738 -0.037 3.158  -1.00
49 H 0.275 -0.118 2.322  0.49
50 H 0.109 0.160 3.848  0.49
51 O 3.760 0.661 1.276  -0.94
52 H 3.090 0.027 1.078  0.46
53 H 3.284 1.476 1.264  0.48
54 O -3.700 -0.236 1.866  -0.96
55 H -2.963 0.106 1.376  0.51
56 H -4.091 -0.917 1.385  0.44

Forces on the atoms, in the same order (eV/Å):
C -0.8 -1.4 -2.0
C -0.5 1.7 3.7
C 1.3 -1.6 -2.6
O 0.2 -0.5 -2.0
H -0.1 0.3 -0.5
H 0.6 0.5 2.1
H 0.3 -0.3 0.1
H -0.2 -0.4 -0.4
H -0.6 -0.4 -0.1
H -0.7 0.0 -0.3
H 0.8 0.6 1.4
O 2.1 1.6 -1.1
H -1.4 -1.7 0.9
H -0.4 0.1 0.1
O 2.3 -0.8 1.7
H 0.2 0.4 -0.6
H -2.6 0.6 -0.8
O 0.4 -0.3 1.9
H 0.0 -0.1 -1.1
H -0.6 0.5 -0.6
O 0.9 -2.8 -0.1
H -0.3 0.6 0.1
H -0.4 2.3 0.5
O -0.3 1.4 0.9
H 0.0 -1.3 0.4
H -0.1 0.5 -0.7
O -1.7 0.7 -1.7
H 1.8 -1.4 1.7
H -0.6 0.3 -0.4
O 2.4 1.0 0.2
H -1.7 -0.2 -0.8
H -0.3 -0.3 0.2
O -0.2 1.2 -1.1
H -0.6 -1.4 1.1
H 0.7 0.2 -0.2
O -0.3 0.5 0.7
H 0.0 -0.3 -0.7
H 0.1 -0.9 -0.7
O -2.6 1.1 0.3
H 0.3 0.0 -0.9
H 1.9 -1.0 1.3
O 0.4 -0.8 -3.0
H -1.0 -2.0 1.8
H 0.6 2.9 1.1
O 1.2 -0.5 0.8
H -1.4 0.7 0.4
H 0.2 0.3 -1.2
O 1.6 -0.7 0.4
H -0.8 0.6 -0.2
H -0.4 0.1 0.1
O 1.3 -0.3 0.1
H -0.6 -0.6 -0.2
H -0.5 1.0 0.1
O -0.4 1.2 2.2
H 1.4 0.5 -0.6
H -0.9 -1.6 -1.2



The following is a quantum chemistry calculation of a structure of composition C7H12AgO4 in a non-equilibrium geometry, from OMol25.

Molar mass (g/mol): 268.04
Electronic energy (eV): -19640.894
HOMO-LUMO gap (alpha / beta) (eV): 5.285 / 5.285
Net charge: -1
HOMO level (alpha / beta) (eV): -3.70 / -3.70

Each line ends with the natural charge from an NBO analysis.
Cartesian coordinates (Å):
1 C 1.211 -1.046 -0.046  -0.46
2 C 2.381 -1.303 0.879  -0.08
3 O 3.577 -0.682 0.367  -0.79
4 Ag 3.148 0.901 -1.225  0.49
5 H 0.426 -1.781 0.189  0.23
6 H 4.287 -0.763 1.009  0.48
7 H 1.462 -1.329 -1.083  0.20
8 H 2.577 -2.382 0.983  0.16
9 H 2.177 -0.882 1.878  0.17
10 O -4.563 -1.625 -0.657  -0.79
11 C -4.229 -0.449 -0.408  0.94
12 O -4.767 0.364 0.369  -0.81
13 O -3.055 -0.068 -1.038  -0.59
14 C -2.124 0.722 -0.309  -0.05
15 C -0.740 0.500 -0.888  -0.44
16 C 0.364 0.471 0.167  -0.21
17 C 1.229 1.690 0.189  -0.78
18 H -2.147 0.442 0.756  0.17
19 H -2.413 1.781 -0.376  0.16
20 H -0.531 1.292 -1.627  0.20
21 H -0.731 -0.446 -1.453  0.22
22 H -0.107 0.284 1.156  0.18
23 H 1.912 1.679 1.061  0.17
24 H 0.657 2.628 0.111  0.20

Forces on the atoms, in the same order (eV/Å):
C -1.6 1.5 0.6
C -0.2 0.0 0.4
O 0.3 -0.5 0.2
Ag -1.4 1.3 0.2
H 0.2 0.1 0.2
H 0.0 0.0 0.1
H 0.1 0.7 0.1
H -0.1 0.2 0.0
H 0.0 -0.2 -0.2
O 0.0 0.5 -0.4
C -1.2 -1.2 1.3
O 0.3 0.4 -0.2
O 1.4 0.3 -0.6
C -1.0 0.0 0.1
C 0.3 0.0 -0.6
C 1.2 -2.8 -0.4
C 1.8 -0.4 -0.3
H -0.1 0.0 -0.2
H 0.1 -0.1 0.2
H 0.1 -0.3 0.2
H -0.3 0.3 0.2
H 0.2 0.1 -0.3
H -0.5 0.3 -0.2
H 0.4 -0.4 -0.1



The following is a quantum chemistry calculation of a cluster of 14 separate species, H28O14 in total in a non-equilibrium geometry, from OMol25.

Molar mass (g/mol): 252.21
Electronic energy (eV): -29119.258
HOMO-LUMO gap (eV): 10.156
HOMO level (eV): -10.50

Each line ends with the natural charge from an NBO analysis.
Cartesian coordinates (Å):
1 O 0.031 2.272 -0.173  -0.97
2 H 0.321 2.780 -0.958  0.50
3 H -0.369 2.790 0.505  0.50
4 O 0.181 -0.788 0.051  -0.98
5 H 0.467 0.122 0.260  0.50
6 H -0.349 -0.699 -0.673  0.47
7 O -2.956 -1.816 0.702  -0.97
8 H -2.195 -2.360 0.933  0.50
9 H -3.231 -2.071 -0.166  0.47
10 O -2.514 0.964 0.733  -0.97
11 H -2.510 0.059 0.433  0.50
12 H -2.786 1.496 0.014  0.45
13 O 3.799 1.232 1.642  -0.97
14 H 4.267 0.752 2.361  0.48
15 H 3.002 0.706 1.520  0.50
16 O -1.776 2.283 -2.315  -0.97
17 H -2.563 2.585 -1.939  0.46
18 H -1.249 2.007 -1.536  0.49
19 O 0.516 -3.521 -1.005  -0.92
20 H 0.114 -2.974 -1.644  0.45
21 H 1.361 -3.760 -1.410  0.48
22 O -0.737 -2.095 2.139  -0.96
23 H -0.422 -1.337 1.708  0.50
24 H -1.255 -1.750 2.851  0.46
25 O -1.310 -0.690 -2.226  -0.94
26 H -1.216 -1.562 -2.736  0.48
27 H -1.353 -0.092 -2.996  0.51
28 O 2.753 0.448 -0.931  -0.95
29 H 3.518 -0.077 -0.751  0.48
30 H 3.095 1.334 -1.138  0.47
31 O 2.191 3.247 1.287  -1.00
32 H 1.548 2.788 0.800  0.46
33 H 2.943 2.660 1.454  0.49
34 O 1.090 0.297 2.240  -0.98
35 H 1.285 -0.134 3.077  0.49
36 H 0.537 1.098 2.425  0.50
37 O 2.445 -2.248 0.645  -0.96
38 H 1.648 -2.344 0.164  0.49
39 H 2.272 -1.418 1.010  0.45
40 O -3.838 -0.206 -1.884  -0.97
41 H -2.947 -0.594 -2.047  0.47
42 H -3.810 0.597 -2.410  0.46

Forces on the atoms, in the same order (eV/Å):
O 0.8 -1.1 -1.6
H -0.2 0.3 1.1
H -0.7 1.1 0.4
O 2.3 0.5 2.9
H -0.1 -0.7 -0.3
H -2.2 0.4 -3.1
O -0.2 0.4 0.3
H 0.4 0.0 0.3
H -0.5 -0.3 -0.7
O 0.8 0.5 1.6
H -0.3 -1.0 -0.1
H -0.6 0.5 -1.1
O 1.2 -1.1 0.9
H -0.3 0.7 -0.7
H -0.4 0.0 -0.1
O 2.2 -1.0 -0.6
H -2.1 0.9 0.7
H -0.3 0.0 -0.3
O 0.9 -1.2 0.7
H -0.7 1.0 -1.0
H -0.1 -0.1 0.2
O -0.4 -2.3 1.2
H 1.0 1.7 -1.6
H -0.6 0.1 0.8
O 0.5 -2.1 -2.6
H -0.1 1.5 1.3
H 0.2 0.4 0.6
O -0.8 1.1 -0.5
H 0.8 -0.6 0.2
H 0.0 -0.4 0.2
O 1.0 1.8 1.1
H -0.9 -1.2 -1.0
H -0.2 0.0 0.0
O -0.4 1.1 0.2
H -0.2 0.1 0.2
H 0.9 -1.1 0.0
O 2.0 -1.5 0.0
H -1.6 -0.6 -1.0
H -0.2 2.1 1.1
O 0.1 -0.3 -0.2
H -0.8 0.4 0.4
H -0.2 0.1 -0.1